Below is 6 unconnected molecules or ions with the total composition C18H43F6N5O4P, with properties calculated with ωB97M-V/def2-TZVPD.

XYZ file:
```
77
Properties=species:S:1:pos:R:3
P 25.743 -4.284 -23.271
F 26.736 -3.259 -23.982
F 24.386 -3.593 -23.797
F 25.685 -5.098 -24.661
F 24.948 -5.504 -22.632
F 27.050 -5.115 -22.773
F 25.857 -3.458 -21.870
C 29.329 -7.976 -17.580
C 28.164 -8.519 -16.709
N 28.351 -8.512 -15.237
C 29.361 -9.541 -14.792
C 29.767 -9.666 -13.348
C 27.166 -8.433 -14.452
C 26.220 -9.701 -14.512
H 30.181 -8.626 -17.381
H 29.640 -6.959 -17.343
H 29.059 -8.168 -18.619
H 27.300 -7.900 -16.949
H 27.831 -9.521 -16.980
H 28.871 -10.411 -15.228
H 30.227 -9.330 -15.419
H 30.205 -8.694 -13.118
H 28.818 -9.852 -12.845
H 30.494 -10.409 -13.020
H 26.609 -7.520 -14.663
H 27.355 -8.254 -13.393
H 26.757 -10.477 -13.968
H 25.951 -9.962 -15.536
H 25.362 -9.401 -13.911
C 25.431 -2.681 -29.127
O 24.348 -2.304 -29.512
N 26.455 -3.014 -29.892
C 27.684 -3.485 -29.324
C 26.328 -2.948 -31.345
H 25.614 -2.795 -28.048
H 27.795 -4.530 -29.612
H 27.831 -3.479 -28.244
H 28.527 -2.947 -29.760
H 27.230 -2.460 -31.716
H 26.016 -3.832 -31.900
H 25.551 -2.224 -31.590
C 31.611 -2.398 -25.012
O 32.118 -2.751 -26.091
N 32.077 -1.443 -24.266
C 32.966 -0.434 -24.636
C 31.421 -1.235 -22.947
H 30.927 -3.017 -24.412
H 33.202 -0.596 -25.688
H 33.852 -0.336 -24.009
H 32.568 0.580 -24.679
H 30.835 -2.097 -22.629
H 32.195 -1.228 -22.180
H 30.809 -0.341 -23.073
C 22.638 -7.504 -29.279
O 21.990 -6.699 -29.989
N 23.310 -8.510 -29.824
C 24.186 -9.432 -29.040
C 23.320 -8.801 -31.199
H 22.755 -7.438 -28.186
H 24.394 -10.413 -29.466
H 23.598 -9.563 -28.131
H 25.078 -8.950 -28.641
H 24.287 -9.140 -31.570
H 22.555 -9.558 -31.371
H 22.881 -7.959 -31.732
C 20.548 2.396 -25.552
O 20.753 1.595 -26.485
N 21.339 2.484 -24.423
C 21.033 3.518 -23.379
C 22.119 1.359 -23.973
H 19.910 3.292 -25.606
H 20.588 4.414 -23.814
H 21.985 3.799 -22.928
H 20.322 3.033 -22.711
H 23.160 1.652 -24.109
H 21.967 1.228 -22.901
H 21.855 0.423 -24.465
```

* gap between HOMO and LUMO: 8.855 eV
* spin multiplicity: 1
* highest occupied orbital energy: -0.2384 Eh
* LUMO energy: 0.087 Ha
* energy above the lowest of the compared OMol25 structures with the same formula, charge and spin: 92.6 kcal per mole
* total charge: -1

***

Below is a molecular structure, C18H43F6NO6S2Si2V, with properties calculated with ωB97M-V/def2-TZVPD.

XYZ file:
```
79
Properties=species:S:1:pos:R:3
O -0.450 -1.747 -1.032
O -2.910 -0.499 -5.569
C 0.428 -2.517 -1.873
C 0.965 -3.820 -1.262
H 1.278 -1.893 -2.128
H -0.056 -2.730 -2.824
H 1.439 -3.635 -0.302
H 1.712 -4.269 -1.916
H 0.178 -4.558 -1.115
C -1.604 -2.466 -0.579
C -2.562 -3.011 -1.641
H -2.167 -1.788 0.053
H -1.295 -3.296 0.052
H -3.066 -2.197 -2.148
H -3.338 -3.617 -1.174
H -2.062 -3.636 -2.378
C -3.918 0.481 -5.829
C -2.774 -1.522 -6.558
C -5.118 0.257 -4.906
H -4.224 0.506 -6.876
H -3.507 1.468 -5.624
H -5.581 -0.713 -5.076
H -5.875 1.024 -5.061
H -4.807 0.301 -3.863
C -4.031 -2.383 -6.744
H -1.954 -2.170 -6.253
H -2.472 -1.088 -7.511
H -4.358 -2.817 -5.800
H -3.835 -3.204 -7.434
H -4.858 -1.805 -7.155
H -0.777 1.096 -4.693
V 0.000 0.000 0.000
C -0.286 2.047 -4.734
Si 0.715 2.291 -6.321
H -1.113 2.741 -4.802
H 0.303 2.361 -3.910
C 1.564 0.717 -6.887
C 2.044 3.582 -6.071
C -0.359 2.945 -7.713
C 2.027 0.083 -0.463
Si 3.407 1.069 0.389
H 2.274 0.019 -1.521
H 2.024 -0.941 -0.105
C 4.151 2.318 -0.790
C 4.809 -0.103 0.802
C 2.901 1.961 1.945
H 0.249 3.250 -8.564
H -0.931 3.813 -7.387
H -1.062 2.197 -8.069
H 2.350 0.421 -6.195
H 2.027 0.856 -7.863
H 0.860 -0.108 -6.973
H 2.594 3.405 -5.151
H 1.614 4.580 -6.023
H 2.759 3.574 -6.892
H 4.996 -0.792 -0.020
H 4.604 -0.689 1.694
H 5.730 0.448 0.986
H 2.585 1.266 2.718
H 2.084 2.652 1.746
H 3.729 2.543 2.347
H 5.030 2.787 -0.350
H 3.456 3.116 -1.040
H 4.467 1.842 -1.717
F -3.807 0.503 -1.338
C -4.107 0.573 0.009
F -5.160 1.446 0.207
F -4.470 -0.680 0.460
S -2.650 1.145 0.932
O -1.376 1.366 0.076
O -2.894 2.544 1.517
N -2.249 0.159 2.366
S -0.568 0.344 2.896
O 0.224 -0.453 1.856
O -0.172 1.792 2.573
C -0.101 -0.158 4.582
F -1.146 -0.840 5.170
F 1.009 -0.982 4.530
F 0.199 0.963 5.334
```

* gap between HOMO and LUMO (alpha / beta): 4.497 / 6.581 eV
* spin multiplicity: 4
* highest occupied orbital energy (alpha / beta): -0.2329 / -0.3023 Eh
* LUMO energy (alpha / beta): -0.068 / -0.060 Ha
* total charge: 0

***

Below is 8 unconnected molecules or ions with the total composition C18H43N5O14, with properties calculated with ωB97M-V/def2-TZVPD.

XYZ file:
```
80
Properties=species:S:1:pos:R:3
C -1.096 -15.882 -8.875
C -1.117 -16.338 -10.278
O -0.975 -17.479 -10.588
N -1.589 -15.358 -11.314
H -2.534 -15.517 -11.661
H -1.599 -14.417 -10.918
C -0.450 -15.209 -12.340
H -0.670 -16.654 -8.237
H -2.147 -15.812 -8.571
H -0.552 -14.952 -8.702
H -0.198 -16.144 -12.833
H 0.480 -14.846 -11.907
H -0.843 -14.453 -13.017
C -4.248 -14.990 -2.786
C -4.707 -13.676 -2.215
O -5.492 -13.537 -1.346
N -4.097 -12.492 -2.947
H -3.451 -12.836 -3.654
H -4.880 -12.067 -3.448
C -3.310 -11.569 -1.972
H -3.200 -14.864 -3.063
H -4.796 -15.106 -3.731
H -4.440 -15.898 -2.227
H -4.002 -11.228 -1.206
H -2.855 -10.803 -2.588
H -2.661 -12.282 -1.468
C -6.306 -19.069 -6.532
C -6.058 -18.611 -7.937
O -6.878 -18.599 -8.795
N -4.633 -18.242 -8.273
H -4.649 -17.722 -9.141
H -4.297 -17.778 -7.417
C -3.696 -19.464 -8.375
H -6.481 -18.248 -5.832
H -5.488 -19.602 -6.039
H -7.219 -19.661 -6.502
H -4.051 -20.251 -7.710
H -2.642 -19.246 -8.263
H -4.025 -19.881 -9.330
C -6.082 -18.821 -2.703
C -6.948 -18.277 -1.627
O -6.835 -17.161 -1.236
N -8.170 -19.103 -1.127
H -8.672 -19.487 -1.922
H -7.777 -19.805 -0.502
C -9.198 -18.307 -0.256
H -5.274 -18.106 -2.816
H -6.668 -19.038 -3.595
H -5.620 -19.756 -2.366
H -8.882 -18.597 0.740
H -10.113 -18.752 -0.636
H -9.173 -17.234 -0.412
C 4.225 -16.070 -4.430
C 2.914 -15.529 -3.920
O 2.634 -14.375 -4.006
N 2.084 -16.489 -3.127
H 1.987 -17.287 -3.782
H 2.660 -16.842 -2.363
C 0.729 -15.900 -2.785
H 4.446 -15.467 -5.308
H 4.096 -17.094 -4.796
H 5.032 -16.066 -3.700
H 0.863 -14.951 -2.273
H 0.235 -16.681 -2.214
H 0.175 -15.694 -3.696
O -3.142 -19.982 -3.106
C -3.024 -20.992 -4.032
O -2.739 -22.116 -3.587
O -3.163 -20.715 -5.258
H -3.080 -19.187 -3.649
O -2.454 -17.448 -4.220
C -3.145 -17.179 -5.354
O -2.470 -17.415 -6.389
O -4.387 -16.971 -5.390
H -1.563 -17.550 -4.604
O 0.276 -17.921 -5.090
C 1.260 -18.814 -5.437
O 2.279 -18.926 -4.678
O 1.120 -19.482 -6.467
H -0.266 -18.170 -5.878
```

* gap between HOMO and LUMO: 4.268 eV
* spin multiplicity: 1
* highest occupied orbital energy: -0.3534 Eh
* LUMO energy: -0.197 Ha
* energy above the lowest of the compared OMol25 structures with the same formula, charge and spin: 7.1 kcal per mole
* total charge: +2

***

Below is 4 unconnected molecules or ions with the total composition C18H43O13S, with properties calculated with ωB97M-V/def2-TZVPD.

XYZ file:
```
75
Properties=species:S:1:pos:R:3
O -1.439 -1.173 6.288
S -0.886 -1.910 5.181
O -1.809 -2.218 4.100
O -0.041 -3.008 5.552
O 0.131 -0.843 4.489
H 0.315 -1.238 3.624
C 5.434 -0.050 -0.709
O 5.483 -0.758 0.507
C 4.752 -0.163 1.565
C 3.848 -1.134 2.286
O 2.754 -1.619 1.534
C 2.980 -2.501 0.458
C 3.451 -3.881 0.854
O 4.770 -3.887 1.366
C 4.938 -4.616 2.561
H 6.176 0.758 -0.735
H 5.657 -0.751 -1.514
H 4.440 0.371 -0.890
H 4.147 0.670 1.191
H 5.462 0.236 2.301
H 3.387 -0.581 3.108
H 4.413 -1.954 2.737
H 3.630 -2.063 -0.305
H 1.993 -2.636 0.007
H 3.417 -4.512 -0.046
H 2.750 -4.296 1.585
H 4.094 -4.471 3.243
H 5.841 -4.247 3.046
H 5.057 -5.688 2.365
C 3.725 2.212 -6.322
O 2.515 1.918 -5.667
C 2.479 0.670 -5.000
C 1.909 0.772 -3.606
O 2.711 1.478 -2.683
C 2.846 2.878 -2.811
C 1.602 3.669 -2.487
O 0.581 3.489 -3.449
C -0.703 3.246 -2.918
H 3.773 1.744 -7.312
H 3.779 3.293 -6.446
H 4.591 1.887 -5.736
H 3.482 0.232 -4.947
H 1.838 -0.018 -5.567
H 1.873 -0.247 -3.211
H 0.884 1.151 -3.625
H 3.249 3.162 -3.787
H 3.589 3.150 -2.056
H 1.884 4.730 -2.460
H 1.248 3.388 -1.489
H -0.661 2.584 -2.048
H -1.292 2.760 -3.695
H -1.202 4.178 -2.631
C -3.911 -1.892 1.935
O -4.492 -0.833 1.179
C -5.444 -1.229 0.226
C -6.691 -0.375 0.275
O -7.458 -0.520 1.454
C -6.949 0.038 2.651
C -7.044 1.542 2.733
O -6.183 2.194 1.819
C -6.763 3.249 1.096
H -3.080 -2.353 1.394
H -3.522 -1.490 2.866
H -4.662 -2.656 2.163
H -5.725 -2.279 0.369
H -5.019 -1.129 -0.785
H -7.347 -0.725 -0.528
H -6.453 0.674 0.077
H -5.933 -0.301 2.858
H -7.598 -0.353 3.439
H -6.766 1.832 3.755
H -8.083 1.848 2.562
H -7.788 3.012 0.788
H -6.161 3.405 0.200
H -6.775 4.180 1.675
```

* gap between HOMO and LUMO: 7.298 eV
* spin multiplicity: 1
* highest occupied orbital energy: -0.1895 Eh
* LUMO energy: 0.079 Ha
* total charge: -1

***

Below is a molecular structure, C18H44ClGdNO3P2, with properties calculated with ωB97M-V/def2-TZVPD.

XYZ file:
```
70
Properties=species:S:1:pos:R:3
Gd -0.096 0.462 -0.443
Cl 1.709 -1.408 -0.370
P 0.695 0.920 -2.982
C 0.938 -0.540 -4.026
C -0.700 1.995 -3.560
C 2.265 1.774 -2.604
C 0.069 -1.745 -3.624
H 1.996 -0.803 -3.834
C 0.727 -0.129 -5.480
H -0.322 0.122 -5.667
H 1.005 -0.980 -6.105
H 1.353 0.727 -5.757
H 0.338 -2.138 -2.630
H 0.237 -2.539 -4.365
H -1.008 -1.514 -3.607
H 2.914 0.951 -2.234
C 2.189 2.845 -1.501
C 2.772 2.288 -3.951
H 3.051 1.463 -4.610
H 3.658 2.904 -3.776
H 2.010 2.905 -4.446
H 1.277 2.842 -0.866
H 2.278 3.848 -1.947
H 3.034 2.713 -0.805
C -2.064 1.276 -3.455
H -0.418 2.132 -4.621
C -0.753 3.364 -2.857
H -2.093 0.334 -4.017
H -2.816 1.949 -3.887
H -2.374 1.071 -2.414
H -0.990 3.281 -1.779
H -1.572 3.934 -3.321
H 0.176 3.938 -2.980
H -1.247 -0.982 -0.935
H 0.869 1.085 0.954
P -0.147 -1.444 2.976
C 1.544 -1.553 3.616
C -1.286 -0.407 3.977
C -0.752 -3.047 2.351
C 2.439 -0.385 3.161
H 1.977 -2.469 3.165
C 1.488 -1.688 5.134
H 1.115 -0.769 5.591
H 2.486 -1.886 5.539
H 0.838 -2.514 5.443
H 2.599 -0.423 2.070
H 3.422 -0.452 3.660
H 1.997 0.594 3.392
H 0.082 -3.397 1.710
C -1.994 -2.978 1.448
C -0.910 -3.949 3.578
H 0.055 -4.176 4.034
H -1.388 -4.898 3.316
H -1.536 -3.463 4.334
H -2.275 -1.947 1.191
H -2.864 -3.475 1.912
H -1.802 -3.481 0.488
C -0.798 1.051 4.035
H -1.249 -0.832 5.001
C -2.748 -0.471 3.499
H 0.171 1.145 4.529
H -1.512 1.651 4.612
H -0.718 1.498 3.037
H -2.877 -0.020 2.503
H -3.382 0.100 4.195
H -3.138 -1.496 3.469
O -3.850 2.126 0.232
N -2.722 2.471 0.565
O -2.416 3.315 1.402
O -1.673 1.803 -0.044
```

* gap between HOMO and LUMO (alpha / beta): 5.966 / 5.507 eV
* spin multiplicity: 8
* highest occupied orbital energy (alpha / beta): -0.1258 / -0.1089 Eh
* LUMO energy (alpha / beta): 0.093 / 0.094 Ha
* total charge: -1

***

Below is 4 unconnected molecules or ions with the total composition C18H44N3O5, with properties calculated with ωB97M-V/def2-TZVPD.

XYZ file:
```
70
Properties=species:S:1:pos:R:3
C 2.011 -1.557 -1.253
C 0.466 -2.067 -1.455
C -0.651 -0.824 -1.441
O -1.645 -1.182 -0.417
C -2.850 -0.340 -0.484
C -3.983 -0.960 -1.523
C -4.216 -2.599 -1.316
O -3.238 -3.442 -1.681
H 2.104 -0.427 -0.958
H 2.534 -2.219 -0.410
H 2.596 -1.830 -2.254
H 0.213 -2.761 -0.520
H 0.287 -2.739 -2.405
H -0.078 0.179 -1.232
H -1.073 -0.782 -2.539
H -3.360 -0.476 0.587
H -3.677 -0.675 -2.621
H -5.040 -0.474 -1.258
H -5.226 -3.032 -0.859
C 5.056 0.782 0.268
C 5.053 0.869 -1.258
C 6.130 1.821 -1.826
O 5.822 3.211 -1.691
C 6.094 3.749 -0.406
N 3.706 1.249 -1.709
H 4.590 1.651 0.742
H 4.493 -0.097 0.598
H 6.076 0.688 0.654
H 5.271 -0.136 -1.637
H 6.202 1.640 -2.905
H 7.121 1.602 -1.410
H 6.977 3.296 0.055
H 5.222 3.634 0.239
H 6.276 4.822 -0.519
H 3.680 1.205 -2.729
H 3.587 2.246 -1.507
C -9.444 3.104 -1.436
C -8.963 1.859 -2.180
C -8.062 0.936 -1.326
O -6.725 1.415 -1.149
C -6.586 2.404 -0.141
N -8.288 2.275 -3.418
H -8.670 3.874 -1.357
H -10.287 3.559 -1.965
H -9.782 2.853 -0.426
H -9.855 1.283 -2.452
H -7.964 -0.019 -1.854
H -8.522 0.708 -0.357
H -7.266 2.238 0.699
H -6.738 3.396 -0.568
H -5.559 2.364 0.233
H -8.061 1.442 -3.962
H -7.372 2.649 -3.155
C 3.909 -3.352 5.032
C 4.917 -3.259 3.887
C 5.241 -1.809 3.462
O 4.218 -1.178 2.686
C 3.138 -0.663 3.450
N 4.424 -4.056 2.754
H 2.880 -3.181 4.704
H 3.935 -4.351 5.480
H 4.142 -2.629 5.820
H 5.850 -3.711 4.244
H 6.124 -1.838 2.814
H 5.511 -1.187 4.324
H 3.463 -0.273 4.419
H 2.373 -1.430 3.581
H 2.684 0.156 2.884
H 5.145 -4.077 2.032
H 3.662 -3.527 2.320
```

* gap between HOMO and LUMO: 3.992 eV
* spin multiplicity: 1
* highest occupied orbital energy: -0.0598 Eh
* LUMO energy: 0.087 Ha
* total charge: -1

***

Among the records above, which one has the highest spin multiplicity? C18H44ClGdNO3P2

***

Among the records above, which one has the highest total charge? C18H43N5O14

***

Repeat the first record exactly.
Below is 6 unconnected molecules or ions with the total composition C18H43F6N5O4P, with properties calculated with ωB97M-V/def2-TZVPD.

XYZ file:
```
77
Properties=species:S:1:pos:R:3
P 25.743 -4.284 -23.271
F 26.736 -3.259 -23.982
F 24.386 -3.593 -23.797
F 25.685 -5.098 -24.661
F 24.948 -5.504 -22.632
F 27.050 -5.115 -22.773
F 25.857 -3.458 -21.870
C 29.329 -7.976 -17.580
C 28.164 -8.519 -16.709
N 28.351 -8.512 -15.237
C 29.361 -9.541 -14.792
C 29.767 -9.666 -13.348
C 27.166 -8.433 -14.452
C 26.220 -9.701 -14.512
H 30.181 -8.626 -17.381
H 29.640 -6.959 -17.343
H 29.059 -8.168 -18.619
H 27.300 -7.900 -16.949
H 27.831 -9.521 -16.980
H 28.871 -10.411 -15.228
H 30.227 -9.330 -15.419
H 30.205 -8.694 -13.118
H 28.818 -9.852 -12.845
H 30.494 -10.409 -13.020
H 26.609 -7.520 -14.663
H 27.355 -8.254 -13.393
H 26.757 -10.477 -13.968
H 25.951 -9.962 -15.536
H 25.362 -9.401 -13.911
C 25.431 -2.681 -29.127
O 24.348 -2.304 -29.512
N 26.455 -3.014 -29.892
C 27.684 -3.485 -29.324
C 26.328 -2.948 -31.345
H 25.614 -2.795 -28.048
H 27.795 -4.530 -29.612
H 27.831 -3.479 -28.244
H 28.527 -2.947 -29.760
H 27.230 -2.460 -31.716
H 26.016 -3.832 -31.900
H 25.551 -2.224 -31.590
C 31.611 -2.398 -25.012
O 32.118 -2.751 -26.091
N 32.077 -1.443 -24.266
C 32.966 -0.434 -24.636
C 31.421 -1.235 -22.947
H 30.927 -3.017 -24.412
H 33.202 -0.596 -25.688
H 33.852 -0.336 -24.009
H 32.568 0.580 -24.679
H 30.835 -2.097 -22.629
H 32.195 -1.228 -22.180
H 30.809 -0.341 -23.073
C 22.638 -7.504 -29.279
O 21.990 -6.699 -29.989
N 23.310 -8.510 -29.824
C 24.186 -9.432 -29.040
C 23.320 -8.801 -31.199
H 22.755 -7.438 -28.186
H 24.394 -10.413 -29.466
H 23.598 -9.563 -28.131
H 25.078 -8.950 -28.641
H 24.287 -9.140 -31.570
H 22.555 -9.558 -31.371
H 22.881 -7.959 -31.732
C 20.548 2.396 -25.552
O 20.753 1.595 -26.485
N 21.339 2.484 -24.423
C 21.033 3.518 -23.379
C 22.119 1.359 -23.973
H 19.910 3.292 -25.606
H 20.588 4.414 -23.814
H 21.985 3.799 -22.928
H 20.322 3.033 -22.711
H 23.160 1.652 -24.109
H 21.967 1.228 -22.901
H 21.855 0.423 -24.465
```

* gap between HOMO and LUMO: 8.855 eV
* spin multiplicity: 1
* highest occupied orbital energy: -0.2384 Eh
* LUMO energy: 0.087 Ha
* energy above the lowest of the compared OMol25 structures with the same formula, charge and spin: 92.6 kcal per mole
* total charge: -1